Entry 1:
# C60H156N8O22

A cluster of 14 separate species, C60H156N8O22 in total (ωB97M-V/def2-TZVPD, the OMol25 dataset).

Values from the calculation:
total charge: 0
max |F|: 3.27 eV Å⁻¹
HOMO: -0.292 Eh
HOMO-LUMO gap: 8.0 eV
molar mass: 1341.9 g/mol
calculated total energy: -4472.32563 a.u.
spin multiplicity: 1

Atoms and positions in Å:
C  -5.877  -2.101  -2.075
C  -5.190  -2.474  -0.757
O  -4.491  -3.725  -0.849
H  -5.159  -1.822  -2.840
H  -6.706  -1.408  -1.924
H  -6.431  -2.993  -2.386
H  -5.853  -2.586  0.102
H  -4.440  -1.722  -0.515
H  -5.069  -4.440  -1.131
C  -2.234  -3.155  2.234
C  -3.251  -4.236  2.647
O  -3.943  -3.661  3.752
H  -1.591  -3.607  1.476
H  -1.601  -2.935  3.095
H  -2.687  -2.220  1.906
H  -2.644  -5.117  2.867
H  -3.857  -4.562  1.799
H  -4.764  -3.293  3.416
C  -5.384  1.585  -3.564
C  -6.662  2.334  -3.911
O  -6.410  3.639  -4.398
H  -4.941  1.207  -4.491
H  -5.667  0.758  -2.907
H  -4.562  2.097  -3.060
H  -7.213  2.372  -2.962
H  -7.270  1.683  -4.537
H  -6.197  4.166  -3.624
C  -3.138  8.485  -1.887
C  -2.584  7.570  -0.767
O  -1.175  7.461  -0.875
H  -4.185  8.664  -1.633
H  -3.205  7.905  -2.810
H  -2.483  9.336  -2.049
H  -2.911  6.545  -0.973
H  -2.862  7.905  0.228
H  -0.819  7.361  -1.768
C  3.574  -2.285  2.803
C  3.301  -3.812  2.922
O  1.898  -4.017  2.800
H  3.476  -1.960  1.763
H  4.659  -2.200  2.924
H  3.063  -1.561  3.436
H  3.591  -4.043  3.955
H  3.836  -4.360  2.149
H  1.519  -3.231  3.194
C  0.441  3.009  1.289
C  1.714  3.820  1.074
O  2.531  3.815  2.227
H  0.088  3.275  2.285
H  0.807  1.981  1.383
H  -0.256  3.126  0.467
H  1.441  4.877  0.920
H  2.272  3.627  0.149
H  3.231  4.466  2.158
C  3.476  1.357  4.274
O  4.216  0.281  4.856
C  5.442  0.091  4.177
C  6.409  -0.771  4.961
N  7.633  -1.066  4.189
C  7.453  -1.436  2.796
C  8.775  -2.010  2.287
O  8.945  -3.293  2.910
C  10.050  -3.988  2.364
H  4.039  1.747  3.426
H  3.326  2.183  4.969
H  2.534  0.941  3.913
H  5.879  1.080  3.975
H  5.220  -0.212  3.148
H  5.907  -1.706  5.236
H  6.784  -0.245  5.838
H  8.150  -1.831  4.604
H  7.082  -0.615  2.186
H  6.821  -2.323  2.615
H  9.655  -1.427  2.560
H  8.582  -2.139  1.217
H  10.863  -3.313  2.090
H  9.852  -4.607  1.481
H  10.361  -4.697  3.131
C  3.333  -0.123  -1.508
O  4.596  -0.750  -1.263
C  4.364  -2.127  -1.032
C  5.737  -2.707  -0.697
N  5.773  -4.184  -0.518
C  6.981  -4.567  0.260
C  8.297  -4.459  -0.530
O  8.163  -5.129  -1.777
C  8.318  -4.265  -2.895
H  3.331  0.955  -1.332
H  2.535  -0.445  -0.836
H  3.087  -0.299  -2.556
H  4.108  -2.621  -1.979
H  3.617  -2.352  -0.270
H  6.117  -2.215  0.206
H  6.493  -2.423  -1.434
H  6.019  -4.490  -1.458
H  6.790  -5.579  0.619
H  6.977  -3.903  1.127
H  9.055  -5.010  0.030
H  8.572  -3.404  -0.589
H  7.867  -3.280  -2.756
H  7.854  -4.667  -3.797
H  9.377  -4.147  -3.135
C  -0.995  3.642  -5.385
O  0.023  4.592  -5.158
C  0.710  4.358  -3.930
C  1.540  5.604  -3.673
N  0.695  6.747  -3.279
C  1.508  7.922  -2.904
C  2.124  8.657  -4.102
O  1.241  8.759  -5.171
C  1.764  9.437  -6.289
H  -1.762  3.719  -4.605
H  -0.603  2.621  -5.286
H  -1.467  3.743  -6.358
H  1.332  3.469  -4.078
H  0.035  4.222  -3.083
H  2.070  5.944  -4.567
H  2.183  5.362  -2.825
H  0.138  7.058  -4.068
H  2.185  7.766  -2.068
H  0.725  8.589  -2.526
H  3.125  8.234  -4.262
H  2.341  9.678  -3.749
H  2.739  9.103  -6.656
H  1.806  10.514  -6.105
H  1.069  9.237  -7.104
C  2.328  -4.072  -4.131
O  1.418  -3.315  -4.869
C  1.568  -1.891  -4.922
C  0.496  -1.458  -5.887
N  -0.799  -1.937  -5.395
C  -1.908  -1.684  -6.302
C  -2.206  -0.156  -6.354
O  -3.336  0.032  -7.187
C  -3.644  1.414  -7.316
H  3.400  -3.846  -4.132
H  2.308  -5.060  -4.602
H  2.040  -4.249  -3.090
H  2.540  -1.722  -5.405
H  1.616  -1.492  -3.907
H  0.788  -2.001  -6.794
H  0.547  -0.381  -6.034
H  -0.822  -2.850  -4.975
H  -2.841  -2.158  -5.996
H  -1.640  -2.065  -7.295
H  -1.340  0.228  -6.898
H  -2.452  0.127  -5.330
H  -3.636  1.906  -6.337
H  -4.674  1.609  -7.617
H  -2.925  1.795  -8.044
C  0.049  -10.383  -1.108
O  -0.920  -9.400  -0.800
C  -0.523  -8.519  0.239
C  -1.258  -7.199  0.081
N  -0.981  -6.604  -1.220
C  -1.983  -5.650  -1.660
C  -1.591  -5.050  -3.025
O  -1.983  -5.904  -4.091
C  -0.896  -6.461  -4.837
H  -0.390  -10.982  -1.902
H  0.358  -11.025  -0.277
H  0.996  -9.945  -1.441
H  0.559  -8.371  0.171
H  -0.695  -8.826  1.277
H  -0.969  -6.521  0.889
H  -2.335  -7.369  0.220
H  -0.876  -7.311  -1.936
H  -2.111  -4.846  -0.932
H  -2.975  -6.111  -1.770
H  -0.661  -4.477  -3.046
H  -2.331  -4.236  -3.060
H  -0.262  -5.705  -5.307
H  -1.347  -7.107  -5.586
H  -0.322  -7.024  -4.096
C  -7.298  7.894  1.267
O  -7.280  7.686  2.668
C  -6.000  7.996  3.249
C  -5.817  7.039  4.441
N  -6.225  5.675  4.083
C  -5.069  4.900  3.645
C  -4.248  4.399  4.831
O  -3.679  3.108  4.598
C  -2.521  3.132  3.759
H  -6.334  7.737  0.771
H  -7.454  8.940  0.974
H  -8.083  7.316  0.787
H  -6.036  9.074  3.407
H  -5.208  7.750  2.533
H  -6.503  7.420  5.207
H  -4.846  6.990  4.929
H  -6.868  5.762  3.307
H  -4.380  5.405  2.954
H  -5.477  4.015  3.150
H  -4.892  4.287  5.704
H  -3.460  5.098  5.128
H  -2.518  2.136  3.314
H  -1.568  3.397  4.215
H  -2.737  3.767  2.894
C  -4.216  -3.721  7.352
O  -3.872  -3.222  8.616
C  -2.681  -2.478  8.693
C  -2.857  -1.010  8.215
N  -3.193  -0.743  6.823
C  -2.296  -1.434  5.850
C  -0.889  -0.823  5.902
O  -0.053  -1.461  6.844
C  1.186  -0.745  7.003
H  -3.440  -4.199  6.743
H  -4.596  -2.929  6.697
H  -5.043  -4.428  7.412
H  -1.886  -3.044  8.188
H  -2.283  -2.527  9.708
H  -1.980  -0.447  8.565
H  -3.754  -0.581  8.678
H  -3.246  0.242  6.609
H  -2.804  -1.206  4.912
H  -2.347  -2.496  6.055
H  -0.932  0.246  6.152
H  -0.442  -0.808  4.894
H  1.076  0.053  7.733
H  1.522  -0.446  6.005
H  1.862  -1.570  7.233
C  -2.459  3.661  -1.251
O  -1.333  2.930  -1.766
C  -1.560  1.522  -1.889
C  -0.181  0.914  -2.118
N  -0.308  -0.521  -2.406
C  -1.030  -1.396  -1.508
C  -0.175  -1.761  -0.340
O  -0.213  -0.774  0.671
C  0.699  -0.957  1.746
H  -2.483  3.569  -0.164
H  -3.409  3.305  -1.654
H  -2.272  4.679  -1.581
H  -2.203  1.254  -2.739
H  -2.109  1.289  -0.970
H  0.413  1.023  -1.209
H  0.312  1.484  -2.904
H  -0.643  -0.676  -3.353
H  -1.173  -2.340  -2.039
H  -2.023  -1.034  -1.217
H  0.902  -1.817  -0.554
H  -0.416  -2.775  0.004
H  1.651  -0.641  1.301
H  0.570  -1.954  2.156
H  0.665  -0.209  2.544

=====

Entry 2:
# C60H160N8O22

A cluster of 16 separate species, C60H160N8O22 in total (ωB97M-V/def2-TZVPD, the OMol25 dataset).

Values from the calculation:
total charge: 0
max |F|: 2.55 eV Å⁻¹
HOMO: -0.307 Eh
HOMO-LUMO gap: 8.8 eV
molar mass: 1346.0 g/mol
calculated total energy: -4474.84329 a.u.
spin multiplicity: 1

Atoms and positions in Å:
C  18.389  23.812  19.536
C  18.574  25.243  20.132
O  17.839  26.082  19.259
H  18.649  23.816  18.477
H  17.357  23.468  19.599
H  18.982  23.081  20.086
H  19.630  25.514  20.115
H  18.319  25.250  21.192
H  16.902  26.033  19.466
C  20.767  24.629  10.886
C  21.279  26.073  10.972
O  20.858  26.593  12.185
H  21.065  24.144  9.956
H  19.678  24.586  10.880
H  21.134  23.982  11.682
H  21.027  26.718  10.129
H  22.369  26.081  10.972
H  21.449  26.250  12.859
C  15.594  18.862  8.988
C  16.889  18.653  9.773
O  17.130  17.269  9.822
H  14.688  18.475  9.456
H  15.741  18.487  7.975
H  15.425  19.931  8.857
H  16.646  18.972  10.786
H  17.749  19.247  9.463
H  17.545  16.981  9.005
C  13.334  24.856  18.825
C  14.828  24.845  19.143
O  15.236  25.912  19.952
H  13.086  24.055  18.130
H  13.043  25.744  18.263
H  12.659  24.713  19.669
H  15.335  24.778  18.181
H  15.025  23.899  19.648
H  14.866  25.749  20.823
C  21.966  20.630  14.588
C  22.020  22.170  14.894
O  23.263  22.666  14.396
H  20.997  20.221  14.875
H  22.718  20.075  15.149
H  22.216  20.455  13.542
H  21.790  22.431  15.927
H  21.251  22.762  14.397
H  23.984  22.461  14.996
C  18.584  18.257  14.656
C  17.233  17.952  13.980
O  16.683  16.884  14.735
H  19.250  18.850  14.030
H  19.084  17.364  15.031
H  18.336  18.921  15.485
H  17.342  17.503  12.993
H  16.649  18.871  14.035
H  16.532  17.291  15.592
C  10.887  20.596  16.371
C  11.127  19.476  15.410
O  12.334  18.867  15.696
H  10.780  20.165  17.367
H  9.923  20.985  16.044
H  11.586  21.431  16.393
H  11.067  19.821  14.378
H  10.356  18.711  15.499
H  12.558  18.211  15.031
C  12.335  20.737  7.956
C  12.789  21.478  9.221
O  12.599  20.443  10.209
H  12.651  21.278  7.064
H  11.261  20.558  7.980
H  12.769  19.737  7.981
H  12.142  22.339  9.392
H  13.786  21.891  9.064
H  11.741  20.611  10.605
C  13.094  26.497  15.184
O  13.202  26.742  13.794
C  14.485  26.244  13.258
C  14.409  25.759  11.786
N  15.728  25.413  11.245
C  15.570  24.804  9.909
C  16.930  24.211  9.515
O  16.685  23.092  8.621
C  17.871  22.490  8.112
H  13.205  25.427  15.360
H  12.127  26.784  15.597
H  13.918  26.923  15.756
H  14.902  25.430  13.851
H  15.231  27.028  13.389
H  13.983  26.559  11.181
H  13.873  24.810  11.803
H  16.148  24.858  11.978
H  15.159  25.559  9.240
H  14.773  24.072  9.777
H  17.508  23.861  10.370
H  17.642  24.917  9.088
H  17.619  21.888  7.239
H  18.225  21.803  8.880
H  18.650  23.208  7.856
C  8.808  17.195  12.925
O  8.876  18.578  12.661
C  9.164  18.709  11.211
C  9.053  20.175  10.710
N  10.070  21.008  11.349
C  9.662  22.442  11.148
C  10.488  23.316  12.058
O  10.044  22.942  13.361
C  10.696  23.733  14.374
H  9.817  16.786  12.868
H  8.088  16.695  12.277
H  8.441  17.095  13.946
H  8.292  18.233  10.761
H  9.985  18.093  10.844
H  8.098  20.609  11.008
H  9.154  20.120  9.626
H  9.938  20.919  12.347
H  8.595  22.661  11.203
H  9.882  22.639  10.099
H  10.347  24.388  11.920
H  11.565  23.160  11.998
H  10.144  24.661  14.524
H  11.767  23.776  14.179
H  10.594  23.315  15.376
C  20.809  27.740  17.869
O  21.128  29.084  17.735
C  21.097  29.487  16.369
C  20.898  31.020  16.150
N  21.933  31.898  16.779
C  21.619  33.309  16.539
C  22.220  34.055  17.702
O  21.425  33.862  18.853
C  21.626  34.761  19.902
H  21.592  27.065  17.524
H  19.837  27.497  17.438
H  20.735  27.550  18.939
H  20.255  29.033  15.847
H  22.087  29.176  16.036
H  19.906  31.289  16.512
H  20.900  31.096  15.063
H  21.943  31.672  17.763
H  20.547  33.501  16.571
H  22.030  33.765  15.639
H  22.046  35.120  17.554
H  23.283  33.822  17.763
H  21.359  35.754  19.540
H  22.611  34.760  20.369
H  20.984  34.574  20.762
C  22.539  13.793  11.609
O  22.227  15.063  11.047
C  23.360  15.716  10.388
C  23.099  17.215  10.321
N  21.991  17.628  9.371
C  20.694  17.323  9.983
C  20.362  18.285  11.156
O  20.767  19.559  10.687
C  20.118  20.760  11.205
H  21.576  13.466  11.999
H  23.317  13.947  12.357
H  22.983  13.155  10.845
H  23.616  15.322  9.405
H  24.264  15.594  10.985
H  23.982  17.722  9.931
H  23.000  17.620  11.328
H  21.910  18.634  9.409
H  20.625  16.259  10.208
H  19.858  17.464  9.298
H  20.997  18.074  12.017
H  19.311  18.225  11.439
H  19.055  20.607  11.022
H  20.367  21.655  10.635
H  20.122  20.950  12.278
C  19.923  16.128  18.140
O  18.641  16.438  18.606
C  17.602  15.573  18.127
C  16.270  16.153  18.471
N  16.258  17.406  17.683
C  15.062  18.164  17.943
C  15.147  19.484  17.152
O  16.284  20.292  17.496
C  16.397  21.544  16.723
H  20.212  15.225  18.679
H  20.627  16.883  18.488
H  20.076  16.138  17.061
H  17.770  14.586  18.558
H  17.682  15.359  17.062
H  16.175  16.246  19.553
H  15.566  15.452  18.021
H  17.080  17.930  17.945
H  14.786  18.402  18.971
H  14.152  17.613  17.704
H  14.228  20.049  17.305
H  15.238  19.349  16.074
H  17.377  21.973  16.930
H  15.601  22.250  16.959
H  16.281  21.375  15.652
C  13.551  21.525  13.873
O  14.890  21.997  13.807
C  15.561  21.729  12.561
C  17.010  22.239  12.773
N  17.077  23.617  13.335
C  18.369  23.739  13.948
C  18.363  25.123  14.697
O  17.163  25.186  15.515
C  16.978  26.418  16.174
H  13.041  21.875  14.770
H  13.547  20.437  13.939
H  12.907  21.860  13.060
H  14.980  22.276  11.818
H  15.512  20.676  12.285
H  17.590  22.211  11.850
H  17.370  21.513  13.502
H  16.388  23.590  14.073
H  19.161  23.686  13.201
H  18.619  22.946  14.653
H  18.446  25.917  13.956
H  19.240  25.277  15.325
H  16.136  26.373  16.865
H  16.730  27.224  15.483
H  17.879  26.619  16.752
C  12.986  17.667  12.291
C  13.014  16.285  12.955
C  13.955  15.331  12.202
O  13.824  13.954  12.725
C  14.262  12.889  11.895
N  13.334  16.479  14.340
H  12.877  17.594  11.209
H  13.974  18.090  12.476
H  12.158  18.248  12.698
H  12.011  15.875  12.837
H  14.997  15.649  12.255
H  13.767  15.264  11.131
H  15.331  12.970  11.698
H  13.609  12.659  11.053
H  14.204  11.918  12.387
H  13.140  15.598  14.794
H  14.333  16.609  14.424
C  17.659  28.733  12.741
C  17.437  28.907  11.215
C  18.448  28.078  10.397
O  18.137  28.245  8.996
C  19.031  27.710  8.044
N  16.115  28.447  10.798
H  17.303  27.768  13.103
H  17.031  29.478  13.230
H  18.671  28.810  13.138
H  17.496  29.970  10.983
H  18.425  27.023  10.668
H  19.411  28.526  10.645
H  18.694  28.175  7.117
H  19.082  26.621  8.006
H  20.018  28.058  8.347
H  16.048  27.468  11.037
H  16.163  28.413  9.790

=====

The lowest molar mass belongs to which entry?
C60H156N8O22

=====

What is the formula in the first record?
C60H156N8O22

=====

What is the spin multiplicity in the second record?
1